64
Properties=species:S:1:pos:R:3:forces:R:3:lowdin_charge:R:1 method="wB97M-V/def2-TZVPD" charge=+1 e_homo_ev=-11.63 orbital_gap_ha=0.3028
Ti 1.051510 1.319966 0.641668 -0.3 0.1 0.2 1.113
P 3.657555 1.775416 0.045409 0.0 0.2 -0.1 0.348
P 2.973140 -1.017133 0.866644 0.2 -0.1 0.4 0.371
Si -1.723498 -0.191542 -0.643822 -0.1 -0.2 -0.2 0.597
O 2.009140 -0.087007 1.636392 0.0 0.0 -0.5 -0.338
O 2.369071 1.556266 -0.797649 -0.1 -0.1 0.3 -0.334
O 3.302006 2.426150 1.323565 0.0 -0.1 -0.1 -0.232
O -0.009343 4.196794 1.642754 0.0 0.0 0.1 0.127
O 0.397367 2.073853 2.446777 0.0 0.0 0.0 -0.239
O 4.798434 2.422917 -0.845516 -0.1 -0.1 0.0 -0.078
O -0.404827 0.634068 0.022792 0.6 0.3 0.0 -0.306
O 2.325711 -1.290760 -0.578257 0.0 -0.2 0.0 -0.142
O 3.539796 -2.192012 1.527140 -0.1 0.0 -0.1 -0.227
N 4.837466 -0.445233 -1.038106 0.0 0.0 0.0 0.208
C 0.170316 -4.447760 -0.791001 0.0 -0.1 0.0 -0.071
C -2.089771 0.700527 -2.243799 0.1 0.1 -0.1 -0.602
C -4.920531 -1.046721 1.825931 0.0 0.0 0.0 -0.071
C 5.500122 0.109638 1.290505 0.0 0.0 0.0 -0.052
C -0.888586 0.601599 -3.196546 -0.1 0.0 0.0 -0.072
C -3.242125 1.108283 1.331806 -0.1 -0.2 0.0 -0.087
C -1.074276 -1.934117 -0.775896 0.2 -0.1 0.1 -0.214
C -3.358589 0.128877 -2.891798 0.1 0.0 0.0 -0.071
C -2.335515 2.182707 -1.915820 0.0 0.0 0.0 -0.078
C -0.462575 -2.447519 0.381112 0.0 0.0 -0.1 -0.112
C -4.246901 1.217466 2.281827 0.1 0.0 -0.1 -0.070
C 0.318222 3.081725 1.458059 0.2 -0.1 -0.1 -0.400
C 0.353529 2.327432 3.872432 0.0 0.0 -0.1 0.025
C -3.060075 -0.083644 0.614995 -0.1 0.2 0.3 -0.225
C -0.445838 -3.969755 -1.935771 0.0 0.1 0.0 -0.065
C -5.085308 0.137728 2.526885 0.0 0.0 0.0 -0.072
C -1.058795 -2.719872 -1.928779 0.0 0.0 0.1 -0.074
C -3.912963 -1.157057 0.877931 0.0 0.0 0.0 -0.079
C 0.161331 -3.688183 0.374794 0.0 0.0 0.0 -0.082
C 4.356934 0.103974 0.286359 -0.2 0.0 0.1 -0.494
H -3.784728 -2.091926 0.343677 0.0 0.0 0.0 0.107
H -0.678647 -0.426505 -3.495193 0.0 0.0 0.0 0.067
H 5.142106 0.525979 2.230946 0.0 0.0 0.0 0.105
H -3.236315 -0.912460 -3.190738 0.0 -0.1 0.0 0.072
H 0.650874 -5.417450 -0.798290 0.0 0.0 0.0 0.112
H -2.598645 1.960711 1.141824 0.0 0.0 0.0 0.096
H 5.539680 0.173190 -1.453106 0.0 0.0 0.0 0.165
H 0.234558 3.400010 4.009129 0.0 0.0 0.0 0.101
H 6.332571 0.726117 0.946212 0.0 0.0 0.0 0.097
H -0.448687 -4.567186 -2.837965 0.0 0.0 0.0 0.110
H 0.019358 1.012092 -2.747520 0.0 0.0 0.0 0.072
H -0.465415 -1.862439 1.297333 0.0 0.0 0.0 0.115
H -3.613396 0.701650 -3.787411 0.0 0.0 0.0 0.092
H -1.091197 1.175164 -4.105891 0.0 0.0 0.0 0.093
H -2.540484 2.728100 -2.841653 0.0 0.0 0.0 0.094
H -4.212327 0.183152 -2.213168 0.0 0.0 0.0 0.085
H -4.380487 2.144937 2.823335 0.0 0.0 0.0 0.108
H 4.750635 3.381412 -0.952079 0.0 0.1 0.0 0.118
H -3.198401 2.311810 -1.260181 0.0 0.0 0.0 0.080
H -1.469998 2.655713 -1.443117 0.0 0.0 0.0 0.076
H 1.673411 -2.017229 -0.562409 -0.1 0.0 0.0 0.072
H -0.498302 1.783851 4.270797 0.0 0.0 0.0 0.104
H 1.285859 1.967723 4.295745 0.0 0.0 0.0 0.105
H -5.870832 0.221901 3.266351 0.0 0.0 0.0 0.109
H 5.834818 -0.908975 1.487498 0.0 0.0 0.0 0.093
H -5.573364 -1.887378 2.020433 0.0 0.0 0.0 0.109
H -1.521899 -2.358163 -2.835580 0.0 0.0 -0.1 0.089
H 5.242694 -1.376007 -0.898223 0.0 0.0 0.0 0.179
H 0.633324 -4.063830 1.273662 0.0 0.0 0.0 0.117
H 4.041101 -0.551037 -1.677433 0.0 0.0 0.0 0.155